[1]
# C18H33N3O2

An isolated molecule of C18H33N3O2 at a distorted geometry (ωB97M-V/def2-TZVPD, the Open Molecules 2025 dataset).

The geometry in XYZ format:
```
56
Properties=species:S:1:pos:R:3:forces:R:3
O -0.630545 -3.022867 -1.147664 -0.0395 -0.1345 -0.1473
C -1.018812 -2.310305 -0.256305 -0.2880 -0.1184 -0.0186
C -2.491382 -2.131305 0.110062 -0.0428 -0.0074 -0.1332
N -2.851654 -0.722593 0.122398 -0.0936 -0.1026 0.0811
C -2.827265 -0.174998 -1.228856 -0.0482 0.3549 0.0068
C -3.197735 1.306349 -1.194569 0.2760 -0.1796 -0.1889
O -4.457416 1.514728 -0.599221 -0.1510 0.0186 -0.1121
C -4.475713 0.988978 0.704624 -0.0877 -0.2875 0.2669
C -4.168898 -0.508225 0.703962 -0.0328 0.3410 0.0555
N -0.209060 -1.582031 0.563780 0.0356 0.6232 0.9030
N 1.131081 -1.640283 0.417900 0.3293 -0.4467 -0.5994
C 1.966387 -1.073534 1.182516 -0.3360 0.1804 0.4030
C 3.418501 -1.345436 0.879906 0.1039 -0.2059 -0.2940
C 3.769504 -1.361417 -0.614678 0.1271 0.1170 0.1928
C 4.192754 0.005468 -1.182072 -0.0790 -0.0479 -0.2601
C 3.275084 0.532306 -2.288223 -0.0380 0.0157 0.1349
C 1.914984 1.011435 -1.780414 0.2670 0.1709 -0.0584
C 1.991971 2.371974 -1.088860 -0.2648 -0.0677 -0.0736
C 0.661580 2.816942 -0.480948 0.1211 -0.1295 0.0551
C 0.164962 1.984067 0.704187 0.0045 0.3344 0.0495
C 0.937418 2.184236 2.013866 0.0649 -0.1330 -0.1202
C 2.106502 1.227965 2.258274 -0.1411 0.0906 0.1652
C 1.686582 -0.247188 2.414932 -0.0913 -0.0318 -0.1640
H -3.093623 -2.715712 -0.603991 0.1327 0.0342 0.0614
H -2.651235 -2.541659 1.112169 -0.0223 -0.0091 -0.0448
H -1.822388 -0.293653 -1.638641 0.0039 0.0227 -0.0881
H -3.538143 -0.710075 -1.881354 0.0579 -0.0154 0.0148
H -3.267414 1.705048 -2.207706 0.0849 -0.0251 0.0506
H -2.429592 1.860567 -0.636876 -0.0235 -0.0282 -0.0710
H -5.475513 1.176568 1.099609 0.0823 -0.0217 0.0435
H -3.732306 1.509248 1.328635 -0.0706 -0.0427 -0.0097
H -4.168586 -0.883157 1.730354 -0.0462 -0.0079 -0.0162
H -4.952583 -1.035584 0.133879 0.0194 -0.0056 0.0362
H -0.652065 -1.006823 1.279555 0.1231 -0.1131 -0.2792
H 3.632645 -2.335959 1.293641 0.0310 0.0444 0.1294
H 4.049779 -0.633371 1.413735 0.0361 -0.0020 0.0405
H 4.586465 -2.068886 -0.761384 -0.0412 -0.0466 -0.0352
H 2.905242 -1.746203 -1.154297 0.0183 -0.0942 -0.0506
H 4.247432 0.743523 -0.380405 0.0790 0.0751 0.0848
H 5.200342 -0.077626 -1.595475 0.0306 0.0564 0.0817
H 3.123472 -0.263451 -3.019950 0.0572 -0.0090 -0.0818
H 3.774565 1.359266 -2.800291 -0.0082 0.0031 -0.1006
H 1.226303 1.092137 -2.625163 -0.1000 -0.0243 0.0142
H 1.516125 0.257727 -1.104616 -0.1427 -0.0850 0.0057
H 2.759391 2.362483 -0.315943 0.1344 0.0545 0.0250
H 2.295518 3.118860 -1.828004 0.0966 0.0010 0.0194
H -0.100156 2.779679 -1.265218 -0.0293 0.0813 -0.0461
H 0.749976 3.859338 -0.162661 -0.0956 0.0424 -0.0160
H 0.160713 0.933486 0.424590 -0.1425 -0.1720 -0.0218
H -0.873812 2.272386 0.886834 -0.0069 -0.1203 -0.0209
H 0.241593 2.078746 2.851523 0.0360 0.0486 0.0408
H 1.318950 3.207823 2.045405 -0.0470 0.0698 0.0556
H 2.828613 1.312389 1.448431 0.1416 0.0192 0.0091
H 2.606648 1.551566 3.174454 0.0778 -0.0239 -0.0746
H 0.633378 -0.298381 2.700268 0.0060 -0.0271 0.0914
H 2.262764 -0.697015 3.228074 -0.0680 -0.0340 0.0083
```
Positions in Å, forces in eV/Å.

Values from the calculation:
ΔE to the lowest compared entry with this formula, charge and spin: 223.2 kJ/mol
Largest force on an atom: 1.10 eV Å⁻¹
Structure (SMILES): O=C(CN1CCOCC1)NN=C1CCCCCCCCCCC1
Total energy: -27766.1400 eV
Frontier orbital gap: 9.5 eV
2S+1: 1
Net charge: 0

---

[2]
# C18H33N3O4P

A cluster of 2 separate species, C18H33N3O4P in total at a distorted geometry (ωB97M-V/def2-TZVPD, the Open Molecules 2025 dataset).

The geometry in XYZ format:
```
59
Properties=species:S:1:pos:R:3:forces:R:3
C 2.903410 0.664221 0.297589 -0.4041 -0.9708 -0.0469
C 2.582850 -0.822652 0.690791 0.4007 0.8262 0.1363
O 1.304865 -0.815989 1.368286 -0.0245 -0.1475 -1.0062
C 0.295648 -1.153050 0.408848 0.2808 -1.4606 0.8873
C -1.123610 -0.724853 0.848151 -0.5436 0.2342 -1.8789
C -2.076147 -1.584935 -0.009017 2.4906 2.1771 2.4417
N -2.787321 -2.298675 -0.517114 -1.4190 -1.8885 -1.3539
C -1.477342 0.795396 0.601947 -1.1950 1.7121 0.9873
C -0.778033 1.414557 -0.567663 -2.2117 -2.3130 4.0562
N -0.111701 1.728834 -1.414117 2.0066 1.2347 -2.9700
C -1.352256 1.679504 1.923284 0.9827 -1.2492 -0.1655
C 0.073219 2.220648 2.206207 -0.4539 1.4106 1.0989
C 0.385870 3.606379 1.553087 0.9357 -0.9133 -1.2871
O -0.794195 4.286397 1.091492 0.3973 -0.3086 0.0142
C -0.512452 5.269834 0.162926 0.5503 -0.8665 -1.7595
C -0.086736 4.934235 -1.290794 -0.3222 -0.7236 0.0970
O -0.631146 6.402516 0.438995 -0.5212 1.9671 1.1263
P -3.348285 0.860929 0.155387 -0.9220 -0.7551 -1.3364
C -3.862650 2.631294 -0.164255 0.8942 0.2002 1.0750
C -4.325284 0.303842 1.672004 0.1962 -0.2562 -0.1298
C -5.576537 -0.490816 1.135457 0.0891 0.5323 -0.3402
H 1.930273 1.136873 0.058784 0.6414 -0.0587 0.2001
H 3.376878 1.131221 1.178800 -0.2024 0.1371 -0.6693
H 3.510644 0.748612 -0.622860 0.0324 -0.0495 0.6589
H 3.345207 -1.217957 1.395111 -0.5335 0.2560 -0.2816
H 2.576356 -1.501025 -0.186072 -0.2300 0.5165 0.6033
H 0.582580 -0.824894 -0.608685 -0.5064 0.3024 0.4734
H 0.285980 -2.273310 0.381131 -0.1393 0.5998 -0.1920
H -1.354862 -0.966213 1.902212 0.3918 0.0624 -0.5291
H -1.600444 0.971962 2.745124 0.0524 0.4643 -0.4516
H -2.135342 2.454793 1.943278 0.6838 -0.1248 -0.0877
H 0.133477 2.381188 3.306973 -0.0436 -0.2027 -0.6093
H 0.890180 1.524456 1.957711 -0.6165 0.1042 0.0011
H 1.012558 4.257678 2.194940 -0.6494 -0.2621 -0.0679
H 1.010199 3.397586 0.650266 -0.3065 0.1684 0.5318
H -0.863054 4.336742 -1.811615 0.4651 0.0944 0.4931
H 0.859819 4.362450 -1.322394 -0.5401 0.2600 -0.0582
H 0.005763 5.872427 -1.863998 0.1196 -0.3647 0.6281
H -3.036199 3.296917 0.167531 -0.5813 -0.0886 -0.1772
H -4.050079 2.819410 -1.232910 -0.0344 -0.3046 0.5198
H -4.748728 2.845447 0.468030 0.4264 -0.0226 -0.5435
H -3.720444 -0.401832 2.276031 -0.1394 0.5199 -0.2484
H -4.604976 1.153480 2.322074 0.1150 -0.4060 -0.2846
H -5.469693 -1.578123 1.304270 -0.1409 0.6267 0.0774
H -6.510798 -0.095049 1.572453 0.4469 -0.4192 -0.0193
H -5.669254 -0.361615 0.036445 0.0409 -0.0774 0.5889
C 1.895922 -4.339037 -2.926314 0.1888 -0.3904 0.1416
C 3.162935 -3.925867 -2.261534 -0.9470 1.6443 0.4417
O 3.341224 -2.948569 -1.605624 0.0412 -0.4585 -0.2416
N 4.385719 -4.751187 -2.440713 0.2504 -0.5002 -0.0744
C 4.537312 -5.776540 -1.353172 0.0912 -0.3371 0.0489
H 1.093552 -3.677565 -2.608786 0.1151 0.0518 0.0156
H 2.011544 -4.274966 -4.010971 -0.0183 -0.1007 -0.0093
H 1.641331 -5.363730 -2.644570 -0.0250 -0.0362 -0.1821
H 4.379789 -5.201224 -3.358539 0.2978 0.0265 -0.0148
H 5.147998 -4.073540 -2.346696 0.1275 -0.1320 -0.3330
H 5.457774 -6.323890 -1.542365 -0.0500 -0.0120 0.0508
H 3.685553 -6.452137 -1.388407 0.0347 0.0380 0.0352
H 4.593630 -5.261998 -0.396884 -0.0657 0.0337 -0.0803
```
Positions in Å, forces in eV/Å.

Values from the calculation:
ΔE to the lowest compared entry with this formula, charge and spin: 159.0 kJ/mol
Largest force on an atom: 5.17 eV Å⁻¹
Total energy: -41140.2845 eV
Frontier orbital gap: 5.5 eV
2S+1: 1
Net charge: +1

---

[3]
# C18H33N3O4STi

A structure of composition C18H33N3O4STi (ωB97M-V/def2-TZVPD, the Open Molecules 2025 dataset).

The geometry in XYZ format:
```
60
Properties=species:S:1:pos:R:3:forces:R:3
Ti 0.534346 0.308182 -0.810532 0.1107 0.1915 0.1411
N 4.971230 -0.871859 -1.459706 0.0159 -0.0241 0.0557
C 3.854510 -0.557705 -0.818988 0.0623 0.0956 -0.3669
N 3.589381 -1.090421 0.355071 -0.1175 0.0682 0.1136
S 2.828527 0.603130 -1.625357 0.0707 -0.1487 0.1772
H 5.691562 -1.444193 -1.044672 -0.0162 -0.0011 0.0104
H 5.151801 -0.479075 -2.369566 0.0031 0.0052 0.0081
H 4.223291 -1.742017 0.793590 0.0074 -0.0091 -0.0099
H 2.776948 -0.786652 0.880844 0.0513 -0.0392 -0.0625
C -2.755905 -1.050752 2.762931 -0.0018 0.0311 -0.0118
N -1.667476 -1.994340 2.908625 0.1467 -0.0284 -0.0955
C -2.150679 -3.365747 2.861587 -0.0471 -0.0124 0.0092
C -0.654887 -1.757916 1.903819 -0.2558 -0.0529 -0.1224
C 0.185146 -0.531192 2.192264 0.0903 0.0929 0.2285
C 0.375894 -0.168233 3.524910 -0.0233 -0.1418 -0.1341
C 1.168821 0.912813 3.870905 0.0260 0.0321 0.0702
C 1.792957 1.671093 2.894980 0.0865 0.0642 -0.1984
C 1.598802 1.347308 1.557959 -0.0982 0.0616 0.1547
C 0.790667 0.252417 1.193972 -0.2191 -0.1205 -0.1569
H -3.492295 -1.184064 3.552401 -0.0125 -0.0350 0.0042
H -3.276887 -1.187194 1.792882 -0.0251 0.0154 -0.0133
H -2.388478 -0.025135 2.822458 0.0274 0.0167 0.0169
H -2.863792 -3.530988 3.667338 -0.0045 0.0098 -0.0104
H -1.320465 -4.057704 2.996221 -0.0051 0.0023 0.0040
H -2.652664 -3.594601 1.907246 0.0082 -0.0235 -0.0012
H -1.120101 -1.691237 0.898978 0.0455 -0.0153 0.0608
H -0.001301 -2.631259 1.831031 0.0273 0.0202 0.1243
H -0.111204 -0.754332 4.291111 -0.0307 -0.0315 0.0159
H 1.304201 1.161869 4.914570 0.0052 0.0072 0.0236
H 2.425997 2.503244 3.170701 0.0131 0.0281 -0.0251
H 2.102074 1.942812 0.800410 -0.0413 0.0217 0.0375
C -3.129973 -1.135244 -2.103632 -0.0441 -0.0073 -0.0456
C -2.467776 0.206183 -1.939797 0.0125 0.1458 -0.0057
O -1.549311 0.201566 -0.792446 0.0793 -0.0011 0.3024
H -2.395590 -1.934660 -2.201701 0.0188 0.0116 -0.0117
H -3.793938 -1.357854 -1.267185 0.0223 0.0048 0.0302
H -3.738415 -1.126532 -3.007713 -0.0141 0.0095 -0.0019
H -3.181519 1.012225 -1.764030 -0.0035 -0.0734 -0.0482
H -1.839179 0.473686 -2.790941 -0.0648 -0.0741 0.0225
H -1.962975 -0.211618 -0.012585 -0.0131 0.0659 -0.1577
C -0.775780 4.464525 -1.240749 -0.0670 0.0814 0.1499
C 0.425781 4.458528 -2.175315 0.0737 0.0109 -0.2234
C 0.571188 2.991580 -2.504457 0.0064 -0.2411 0.0789
O 0.216187 2.305791 -1.240691 -0.0180 -0.0913 -0.1379
C -0.526555 3.258581 -0.365638 0.1351 -0.4525 0.0737
H -1.706859 4.359478 -1.798146 0.0066 -0.0198 -0.0172
H -0.839120 5.372625 -0.644558 -0.0106 -0.0049 0.0013
H 1.321405 4.828073 -1.674964 -0.0077 -0.0133 0.0269
H 0.267660 5.054326 -3.071836 -0.0019 -0.0061 -0.0052
H 1.578304 2.668511 -2.761611 -0.0285 0.1195 -0.0790
H -0.143960 2.645220 -3.253257 0.0770 0.1264 -0.0544
H 0.137957 3.452540 0.476453 -0.1196 0.1024 -0.0040
H -1.413849 2.722606 -0.030701 0.0081 0.1621 0.0469
C 0.580957 -3.645892 -2.667807 -0.0402 0.2098 -0.0112
O 0.425013 -2.201188 -2.904718 -0.0334 0.0599 0.1626
C 0.498424 -1.417474 -1.889835 -0.0460 -0.0869 0.0750
O 0.687871 -1.759577 -0.701885 0.1306 0.0341 -0.2022
H 1.644101 -3.860722 -2.604442 -0.0277 -0.0578 0.0166
H 0.133951 -4.117248 -3.534807 0.0355 -0.0318 0.0177
H 0.065974 -3.914267 -1.748969 0.0347 -0.0628 -0.0469
```
Positions in Å, forces in eV/Å.

Values from the calculation:
ΔE to the lowest compared entry with this formula, charge and spin: 10.8 kJ/mol
Largest force on an atom: 0.48 eV Å⁻¹
Total energy: -65798.7476 eV
Frontier orbital gap: 6.8 eV
2S+1: 1
Net charge: +2

---

[4]
# C18H34As3Cl2N2OsS2

A structure of composition C18H34As3Cl2N2OsS2 (ωB97M-V/def2-TZVPD, the Open Molecules 2025 dataset).

The geometry in XYZ format:
```
62
Properties=species:S:1:pos:R:3:forces:R:3
Os -1.079079 -0.024635 -1.189863 -0.2370 0.6155 0.2660
C -1.303401 1.225280 2.348617 0.0041 0.1619 -0.0761
As -1.167813 -0.353008 1.252778 0.0080 -0.4142 0.1236
C -2.625198 -1.423977 1.913751 -0.0707 -0.0135 -0.0412
C 0.312903 -1.417456 1.945374 0.1239 0.0715 0.0203
C 1.788733 -0.993307 1.798811 -0.0032 0.0151 0.0157
C 2.614942 -2.069223 2.522502 0.0154 0.0292 0.0184
C 2.256724 -0.975666 0.334343 -0.0381 0.0946 0.1104
As 1.426327 0.172643 -1.016045 0.1418 -0.2144 0.0157
C 2.270301 1.902258 -0.791715 -0.1137 0.0772 0.0613
C 2.350965 -0.510499 -2.565195 0.0478 0.0203 -0.0489
C 2.010385 0.366056 2.489724 -0.0485 -0.1835 -0.1934
As 3.855886 0.927908 2.793516 -0.1321 0.0682 0.2866
C 4.540803 0.168469 4.417678 0.1708 -0.1030 -0.0278
C 3.784867 2.818881 3.091806 0.1013 0.1264 -0.1233
H -1.080289 0.959011 3.380578 -0.0095 0.0125 0.0188
H -2.332779 1.573376 2.282295 -0.0066 0.0253 0.0236
H -0.651100 2.022062 2.000105 0.0164 0.0071 0.0129
H -2.535999 -1.493369 2.996848 -0.0192 0.0010 0.0157
H -2.589269 -2.419033 1.475612 0.0058 -0.0098 0.0018
H -3.573649 -0.956932 1.655797 -0.0130 0.0067 0.0071
H 0.176299 -2.391074 1.467891 0.0344 -0.0327 0.0128
H 0.085496 -1.556010 3.005638 -0.0091 -0.0243 0.0124
H 2.400901 -3.059005 2.120041 0.0003 0.0030 -0.0032
H 2.390183 -2.089156 3.591260 -0.0032 -0.0076 -0.0090
H 3.687766 -1.899373 2.393764 -0.0016 -0.0228 -0.0277
H 2.168484 -1.984144 -0.076198 -0.0009 -0.0194 0.0089
H 3.320280 -0.717516 0.295117 0.0408 -0.0629 -0.0202
H 3.294466 1.747631 -0.452242 0.0323 0.0316 -0.0231
H 1.720257 2.533724 -0.096223 0.0116 -0.0008 0.0168
H 2.292297 2.396511 -1.761509 -0.0034 0.0222 -0.0007
H 3.421322 -0.514283 -2.362611 0.0125 -0.0026 -0.0214
H 2.152787 0.129632 -3.422668 -0.0009 -0.0011 -0.0139
H 2.018363 -1.522879 -2.785305 -0.0178 -0.0055 0.0055
H 1.613068 0.351946 3.511879 -0.0533 -0.0147 -0.0278
H 1.540927 1.191632 1.952848 0.0045 0.0326 0.0017
H 4.734088 -0.895051 4.317802 -0.0272 -0.0157 0.0115
H 3.773978 0.352677 5.175106 0.0313 -0.0195 0.0270
H 5.459429 0.690883 4.677787 -0.0048 0.0138 0.0228
H 3.388405 3.340639 2.224418 -0.0230 0.0010 0.0081
H 4.780373 3.191828 3.324137 0.0012 -0.0045 0.0176
H 3.128865 2.955491 3.956500 0.0097 0.0500 -0.0143
Cl -0.913407 -0.146004 -3.542913 0.0496 -0.1708 -0.6171
C -2.131273 -1.333208 -4.079853 0.0482 0.1151 0.0687
C -2.221329 -1.596731 -5.425979 0.0349 0.0294 -0.0404
C -3.156043 -2.546062 -5.820443 -0.0239 -0.0170 0.0104
C -3.943813 -3.193037 -4.880980 0.0075 -0.0123 -0.0688
C -3.817333 -2.894179 -3.532837 -0.0800 -0.0663 0.0132
Cl -4.800348 -3.715671 -2.385293 -0.0036 0.0303 -0.0179
C -2.899017 -1.933778 -3.101192 -0.0026 0.1004 0.2066
S -2.782330 -1.526435 -1.385020 -0.1202 0.0765 -0.0374
H -1.597360 -1.086514 -6.147180 0.0048 -0.0184 0.0177
H -3.264304 -2.781693 -6.870207 -0.0041 -0.0082 0.0121
H -4.665107 -3.937945 -5.187997 0.0068 0.0015 0.0049
N -4.390844 2.156698 -1.439847 0.0889 -0.0284 0.0415
C -3.342549 2.961779 -1.405869 -0.2886 -0.2467 -0.1168
N -3.489512 4.258673 -1.601244 0.0849 -0.0463 0.0410
S -1.739236 2.357061 -1.105412 0.1962 -0.0485 0.0575
H -5.325433 2.493220 -1.620838 -0.0069 0.0207 -0.0135
H -4.267118 1.167709 -1.293004 0.0314 -0.0566 -0.0253
H -4.391738 4.679736 -1.770951 -0.0068 0.0087 -0.0042
H -2.684202 4.863454 -1.597678 0.0066 0.0227 -0.0030
```
Positions in Å, forces in eV/Å.

Values from the calculation:
ΔE to the lowest compared entry with this formula, charge and spin: 0.0 kJ/mol
<S²>: 6.022
Largest force on an atom: 0.71 eV Å⁻¹
Total energy: -253870.9729 eV
Frontier orbital gap (spin up / spin down): 7.8 / 4.8 eV
2S+1: 5
Net charge: +3